a) A cluster of 16 separate species, H32O16 in total. Source: the OMol25 dataset; level of theory: ωB97M-V/def2-TZVPD.

Last column: Mulliken charge in e.
Element x y z (Å)
H 0.50 -2.35 -1.26  0.35
H 0.70 1.45 2.12  0.33
H 1.38 -2.90 2.69  0.29
H 0.93 -0.08 -3.41  0.33
H 0.11 2.24 1.08  0.28
H -2.53 1.95 1.96  0.34
H -1.58 -2.17 1.60  0.29
H 2.80 -1.23 2.25  0.24
H -0.68 -0.64 0.03  -0.30
H -0.77 -0.59 3.62  0.32
H -2.43 -0.78 -1.71  0.40
H 0.22 -0.62 2.47  0.16
H 1.00 2.60 -0.99  0.39
H -1.52 -2.85 0.33  0.27
O -2.03 2.04 -1.80  -0.78
H 2.50 -1.60 -1.30  0.30
H 0.44 -2.95 1.41  0.37
O 1.21 -3.36 1.85  -0.67
O 0.51 0.79 -3.30  -0.78
O 3.70 1.10 0.26  -0.72
H -1.66 1.30 -1.35  0.09
O -0.46 -0.07 2.87  -0.70
H 0.51 0.03 -0.52  -0.04
O 1.71 2.06 -1.32  -0.82
H 0.18 -3.82 -1.12  0.32
O 2.20 -0.58 1.88  -0.55
H -0.28 4.54 -0.85  0.23
H -3.33 -1.21 0.09  0.33
O -3.26 -0.35 -0.28  -0.68
H -0.41 0.66 -3.11  0.23
H 3.99 1.90 0.67  0.29
O -2.71 1.01 2.13  -0.73
O 1.85 -1.05 -0.89  -0.72
H -1.86 0.64 2.34  0.47
O 0.06 -3.06 -1.69  -0.65
O -1.03 -2.23 0.81  -0.70
H 1.99 -0.91 0.04  0.21
O -0.41 0.23 -0.38  1.61
H 3.08 1.48 -0.41  0.45
H 2.70 0.11 1.43  0.31
O -0.24 3.61 -0.50  -0.73
H -2.69 0.06 0.42  0.24
H -2.12 1.68 -2.68  0.37
O -1.87 -1.18 -2.35  -0.68
O 0.62 2.38 1.90  -0.72
H -0.84 3.04 -1.05  0.43
H 1.37 1.58 -2.09  0.41
H -1.56 -1.94 -1.92  0.31

Charge: 0
M: 288.24 g/mol
Gap between HOMO and LUMO: 9.8 eV
E_LUMO: -0.60 eV



b) A cluster of 16 separate species, H32O16 in total. Source: the OMol25 dataset; level of theory: ωB97M-V/def2-TZVPD.

Last column: Mulliken charge in e.
Element x y z (Å)
O 0.81 -0.27 2.59  -0.84
H -1.39 0.06 -2.30  0.40
H 2.60 -2.27 -1.72  0.28
H 0.66 -0.56 1.69  0.41
O 0.04 -0.39 0.09  0.83
H 2.44 -1.46 0.35  0.27
H -3.52 1.74 -0.05  0.26
H 0.03 -2.58 -0.83  0.14
H 2.97 1.40 0.82  0.28
H 0.95 -0.94 3.24  0.26
H 2.07 0.55 1.84  0.57
O -0.83 -1.67 -2.38  -0.75
H -2.44 -1.14 0.96  0.38
H -1.68 1.34 -1.72  0.49
O -2.33 2.11 2.45  -0.77
O 2.61 -1.98 1.16  -0.55
H -0.54 0.37 0.27  -0.02
H -0.48 2.37 2.45  0.35
O -1.38 0.97 -2.50  -0.82
H 1.32 2.07 -1.26  0.25
H 0.59 -0.17 -0.62  -0.12
O 1.29 -0.75 -4.03  -0.65
H 3.15 -0.82 -1.52  0.28
H -0.84 3.27 0.23  0.24
H -1.38 -1.61 -3.16  0.28
H -3.08 0.58 -0.88  0.34
O 1.26 1.41 -1.97  -0.66
H 0.51 2.86 0.63  0.34
O -0.13 2.67 -0.05  -0.62
H -2.19 1.13 2.44  0.53
H 3.47 -2.38 1.07  0.27
O 2.65 1.31 1.72  -0.75
O 0.27 -3.37 -0.45  -0.63
H 1.01 1.87 2.49  0.33
H 0.06 -1.62 -2.76  0.29
H -1.02 -0.47 2.96  0.33
H 1.97 -0.71 -4.72  0.27
O -2.67 -1.80 0.28  -0.78
H -0.10 -3.43 0.43  0.36
H -2.33 -0.94 3.37  0.25
H 1.64 -0.28 -3.26  0.29
H 0.34 1.31 -2.27  0.42
H -2.62 2.24 1.57  0.32
O 0.43 2.57 2.70  -0.77
O -2.74 1.11 -0.14  -0.62
O -1.89 -0.60 2.60  -0.65
H -1.92 -1.78 -0.27  0.27
O 2.34 -1.32 -1.57  -0.61

Charge: 0
M: 288.24 g/mol
Gap between HOMO and LUMO: 10.3 eV
E_LUMO: -0.09 eV



c) A cluster of 16 separate species, H32O16 in total. Source: the OMol25 dataset; level of theory: ωB97M-V/def2-TZVPD.

Last column: Mulliken charge in e.
Element x y z (Å)
H 2.45 0.61 0.31  0.31
H 2.42 -3.12 4.86  0.29
H -0.63 1.80 -5.94  0.32
H 4.45 3.43 -0.55  0.33
H -0.26 0.64 3.30  0.34
H 2.17 -0.44 -0.72  0.28
O 3.43 3.60 -0.22  -0.64
H -3.48 -0.60 -3.12  0.32
H -3.33 -1.14 0.16  0.25
H -3.03 -0.28 -4.67  0.30
O 5.00 1.23 1.22  -0.64
O 2.26 0.57 -0.60  -0.60
O -3.22 -0.89 -3.96  -0.67
H -5.93 0.10 -0.20  0.32
H 1.09 4.13 -1.47  0.32
H -4.67 -1.62 -0.04  0.42
H 0.29 -3.41 1.71  0.34
H 4.84 1.32 2.19  0.33
O -0.52 1.69 -4.95  -0.63
H 0.19 3.36 3.21  0.39
H 4.40 1.60 0.61  0.30
H 0.94 4.08 2.25  0.28
H 1.15 3.97 -0.08  0.25
H -0.20 -4.49 -1.57  0.24
H -0.77 1.58 2.35  0.35
H -2.70 2.50 0.93  0.35
H -4.90 -0.28 -1.27  0.30
O 2.97 -2.70 -0.73  -0.50
O -2.77 1.57 1.27  -0.69
H -3.07 1.72 2.18  0.34
H -0.86 -4.29 2.20  0.30
H 2.94 -3.99 3.55  0.32
O 0.62 4.39 -0.76  -0.55
H -0.05 2.53 -4.61  0.32
O -3.79 -1.88 0.14  -0.66
O 0.47 4.20 3.00  -0.60
O 2.99 -3.21 4.16  -0.62
O -0.32 -3.90 -0.84  -0.51
H 3.79 -2.83 -0.39  0.25
H -1.77 -1.77 -1.36  0.32
O -0.08 -3.87 2.58  -0.63
H 3.09 2.79 -0.50  0.32
H 3.02 -3.20 -1.47  0.26
O -5.67 -0.52 -0.82  -0.66
H -1.82 -1.51 -2.91  0.39
H -0.74 -4.66 -0.38  0.26
O -1.33 -1.60 -2.16  -0.65
O 0.10 1.49 2.84  -0.76

Charge: 0
M: 288.24 g/mol
Gap between HOMO and LUMO: 10.4 eV
E_LUMO: -0.07 eV



Of them, a) has the highest stability.



a) A cluster of 16 separate species, H32O16 in total. Source: the OMol25 dataset; level of theory: ωB97M-V/def2-TZVPD.

Last column: Mulliken charge in e.
Element x y z (Å)
H 2.12 -2.28 4.75  0.31
O 1.15 -3.78 -1.09  -0.60
O -4.26 1.13 -2.28  -0.62
H -1.97 -3.49 -2.28  0.32
O -2.02 -3.75 3.25  -0.63
H -2.43 4.52 1.49  0.31
H 3.05 -1.10 -2.17  0.29
H 1.74 2.75 -4.27  0.34
H 2.34 2.91 1.77  0.26
O -3.08 3.80 1.61  -0.59
O 0.77 0.20 0.44  -0.45
H 0.23 -4.16 -1.07  0.28
O 0.70 -0.27 -3.73  -0.63
H -0.83 1.12 1.82  0.28
H 1.72 -4.26 -0.57  0.29
H 0.60 3.34 -4.96  0.30
H -2.57 -4.07 2.63  0.31
H 0.43 -0.59 -0.13  0.28
O 1.67 3.50 2.08  -0.63
O 2.76 -1.67 5.16  -0.62
H 1.30 0.35 -4.26  0.32
O -2.52 -0.04 2.51  -0.62
H 2.29 -2.28 -2.27  0.30
H 5.71 0.75 2.23  0.31
O 1.28 2.77 -5.19  -0.62
H -3.46 3.57 0.75  0.29
H -0.38 2.56 2.30  0.33
H 1.47 1.43 -2.10  0.31
H -1.24 -2.60 1.44  0.39
H 4.43 1.80 2.17  0.32
H 1.41 0.68 -0.01  0.20
H 0.88 2.88 -2.26  0.29
H -2.60 -0.77 1.89  0.40
H -3.67 1.77 -1.83  0.31
O -0.62 2.02 1.53  -0.65
H -3.25 0.53 2.54  0.30
H -2.88 -2.24 -1.89  0.33
O 1.62 2.38 -1.96  -0.63
H 0.79 3.34 1.70  0.37
O -2.56 -3.09 -1.56  -0.69
H 0.89 -1.16 -4.12  0.31
H -2.21 -2.70 0.08  0.26
O 4.76 0.85 2.08  -0.62
H -1.94 -2.74 3.13  0.33
H 2.16 -1.11 5.63  0.31
H -4.45 1.37 -3.18  0.31
O -2.10 -2.46 1.06  -0.71
O 2.77 -1.69 -2.83  -0.57

Charge: 0
M: 288.24 g/mol
Gap between HOMO and LUMO: 9.8 eV
E_LUMO: -0.40 eV



b) A cluster of 16 separate species, H32O16 in total. Source: the OMol25 dataset; level of theory: ωB97M-V/def2-TZVPD.

Last column: Mulliken charge in e.
Element x y z (Å)
O -1.35 -0.73 2.33  -0.81
O 2.00 -2.46 1.52  -0.73
H -2.56 -0.08 -2.87  0.37
H -2.73 1.75 1.24  0.21
H -0.91 -2.63 -2.88  0.31
O -0.38 2.02 -3.75  -0.72
H -3.41 1.23 0.07  0.27
H 3.24 0.43 1.85  0.30
O -2.87 -1.66 0.08  -0.70
O 2.62 0.40 2.56  -0.55
O 0.63 -1.55 3.71  -0.72
H -0.99 0.13 2.19  0.33
H 1.04 1.52 2.35  0.28
H 1.96 -1.57 1.76  0.32
H 1.25 1.74 -2.65  0.35
H 0.45 0.14 0.58  -0.25
H 2.85 -2.74 1.90  0.26
O 1.97 1.22 -2.52  -0.67
O -0.52 2.78 -0.93  -0.64
H -1.00 1.61 -3.17  0.36
H -1.37 -1.27 -2.14  0.36
H -1.35 2.45 -0.48  0.39
O 2.08 2.66 0.51  -0.57
H -0.06 1.41 -4.34  0.30
H -0.29 0.45 -0.75  -0.07
H -2.18 -1.54 0.72  0.36
H 0.78 -2.92 0.25  0.40
H -0.12 -1.26 3.17  0.44
O 0.22 -0.21 -0.29  0.96
H 1.21 2.29 0.75  0.29
H 2.07 3.26 1.28  0.33
H 1.50 -1.09 -1.03  0.22
O 2.00 -1.48 -1.77  -0.65
O -1.28 -2.22 -2.08  -0.83
O -2.09 0.31 -2.17  -0.61
H -0.68 2.99 -1.86  0.27
H -2.32 -0.69 2.61  0.32
H -2.39 -2.03 -0.67  0.47
H 1.65 0.68 -1.81  0.34
H -0.21 -2.83 -0.96  0.39
H 2.89 -1.12 -1.59  0.32
H -0.34 2.39 2.13  0.19
H -2.70 0.33 -1.40  0.10
O -2.62 1.67 0.28  -0.62
O 0.11 1.57 1.97  -0.67
O 0.06 -3.33 -0.20  -0.64
H 3.07 0.21 3.34  0.24
H 1.07 -2.27 3.19  0.39

Charge: 0
M: 288.24 g/mol
Gap between HOMO and LUMO: 8.9 eV
E_LUMO: -0.60 eV



c) A cluster of 16 separate species, H32O16 in total. Source: the OMol25 dataset; level of theory: ωB97M-V/def2-TZVPD.

Last column: Mulliken charge in e.
Element x y z (Å)
O 0.60 -1.88 2.73  -0.59
H 0.01 2.97 1.89  0.32
H 0.95 3.88 -3.67  0.33
H 0.22 -1.35 2.14  0.30
H -2.85 2.16 -1.94  0.31
H 1.23 -3.91 -2.11  0.30
O 4.47 2.74 -0.06  -0.63
H 0.94 2.00 2.82  0.25
H -4.25 -0.36 0.83  0.33
H -4.95 0.21 3.47  0.30
O -2.02 2.51 -2.28  -0.63
H -2.90 -3.43 -0.43  0.27
O 1.87 4.07 -3.92  -0.65
H 2.38 3.26 -3.52  0.32
O 3.40 -0.22 -1.96  -0.67
O 0.34 2.09 2.11  -0.55
O -4.42 0.32 4.45  -0.65
H -1.28 2.00 -1.85  0.32
H 4.47 -3.08 -2.40  0.25
H 4.11 3.75 0.03  0.33
H 0.13 0.33 0.47  0.31
H 4.33 2.49 0.83  0.31
H 0.93 -1.01 -0.27  0.32
H -0.74 5.41 2.85  0.31
H -3.63 2.14 2.09  0.32
H 0.65 -2.84 2.44  0.29
H 2.43 0.02 -2.16  0.27
O 0.09 -0.50 0.00  -0.58
O 4.66 -2.58 -1.76  -0.60
O 1.00 -4.79 -2.33  -0.60
O -1.51 -4.40 -1.94  -0.74
H 4.56 -1.64 -1.96  0.34
H 0.14 -4.58 -2.23  0.38
O -2.96 2.12 2.74  -0.65
O -4.50 0.54 0.58  -0.62
H -2.19 2.08 2.24  0.31
O -0.24 4.70 2.40  -0.67
H 3.71 0.60 -1.52  0.33
H -2.24 -2.81 0.54  0.33
H -0.05 4.81 1.42  0.33
H -3.91 0.97 4.01  0.40
H -1.94 -4.10 -2.64  0.29
H -3.61 1.07 0.37  0.25
O 2.28 -2.47 -0.43  -0.64
H 2.59 -3.42 -0.29  0.30
H -2.24 -4.99 -1.48  0.35
H 3.11 -2.10 -0.53  0.34
O -3.18 -2.82 0.20  -0.56

Charge: 0
M: 288.24 g/mol
Gap between HOMO and LUMO: 9.9 eV
E_LUMO: -0.70 eV



Of them, b) has the highest stability.



a) The molecule C4H13N3O. Source: the OMol25 dataset; level of theory: ωB97M-V/def2-TZVPD.

Last column: Mulliken charge in e.
Element x y z (Å)
H -0.09 -1.93 1.53  0.28
H -1.28 -2.98 0.73  0.29
H 1.89 0.96 -0.15  0.50
H 0.91 2.83 0.88  0.33
H -1.32 0.76 0.52  0.33
C -0.01 2.32 1.18  -1.23
H -0.45 1.54 -0.81  0.23
N -0.56 -1.43 -0.46  -0.08
H -1.40 -1.29 -2.13  0.32
H 1.34 -0.05 1.25  0.34
N 1.14 -0.95 -0.60  0.17
C -0.37 1.20 0.23  0.00
H -1.74 -1.37 1.30  0.30
N 1.50 -0.75 -1.92  -0.56
C -0.93 -1.95 0.84  -0.91
H 1.83 0.18 -2.18  0.25
H -0.82 3.07 1.22  0.36
C 1.20 0.18 0.20  -1.08
O -1.74 -1.34 -1.23  -0.39
H 0.13 1.94 2.20  0.31
H 0.78 -0.93 -2.62  0.24

Charge: 0
M: 119.17 g/mol
Gap between HOMO and LUMO: 7.5 eV
E_LUMO: 0.45 eV



b) A cluster of 2 separate species, C4H13N3O in total. Source: the OMol25 dataset; level of theory: ωB97M-V/def2-TZVPD.

Last column: Mulliken charge in e.
Element x y z (Å)
H 0.20 -2.48 -0.13  0.30
H -2.15 0.27 1.61  0.17
H 0.21 -1.62 -2.79  0.35
C -0.44 -0.32 -1.16  -0.46
H -1.35 -0.94 -1.28  0.29
H 1.74 0.80 2.56  0.26
H -2.20 -0.88 0.45  0.23
N 0.84 1.01 2.15  -0.58
H -0.04 3.10 0.25  0.30
C -0.40 -0.05 0.33  0.10
N 0.78 -2.50 -0.95  -0.67
H 1.73 -2.47 -0.61  0.27
N -1.59 -0.34 1.04  -0.49
O -0.36 2.71 -0.58  -0.64
H 0.19 0.65 2.85  0.24
H 1.65 0.34 0.32  0.33
H -0.61 0.54 -1.82  0.37
H -0.96 2.05 -0.20  0.37
C 0.72 0.41 0.89  -0.40
H 1.55 -0.83 -1.84  0.30
C 0.59 -1.31 -1.82  -0.64

Charge: 0
M: 119.17 g/mol
Gap between HOMO and LUMO: 8.4 eV
E_LUMO: 0.79 eV



c) A cluster of 2 separate species, C4H13N3O in total. Source: the OMol25 dataset; level of theory: ωB97M-V/def2-TZVPD.

Last column: Mulliken charge in e.
Element x y z (Å)
C 0.69 -2.11 0.24  -1.25
N -0.33 2.23 0.05  -0.28
H -0.63 -0.46 -0.25  -0.18
H 1.34 0.26 -1.90  0.21
H 0.42 -0.08 2.12  0.25
H -1.10 2.48 -0.56  0.19
C -0.54 -1.28 0.61  0.36
O 1.76 1.35 0.27  -0.60
C 0.75 1.48 -0.37  0.36
N -0.43 1.06 -2.57  -0.76
H -0.40 2.03 -2.88  0.26
H -0.28 -1.56 2.75  0.41
H -1.44 -1.90 0.53  0.44
C -0.43 -0.75 2.03  -1.22
H 0.83 -2.94 0.93  0.42
H 1.55 -1.44 0.22  0.23
H -1.35 0.88 -2.16  0.25
H 0.57 -2.52 -0.76  0.30
N 0.55 0.80 -1.58  0.09
H -0.21 2.69 0.94  0.24
H -1.34 -0.22 2.34  0.29

Charge: 0
M: 119.17 g/mol
Gap between HOMO and LUMO: 10.4 eV
E_LUMO: 0.67 eV



Of them, c) has the highest stability.